{"formula": "C5H5Br2NO2", "method": "the ωB97M-V functional and the def2-TZVPD basis", "homo_energy_ev": -10.00, "e_lumo_ev": 0.167, "smiles": "CN(C(=O)C#CBr)[C@@H](O)Br", "de_lowest_ev": 0.3836, "symbols": ["C", "N", "C", "O", "C", "C", "Br", "C", "O", "Br", "H", "H", "H", "H", "H"], "xyz": [[-0.239, 0.354, 1.219], [0.416, 0.723, -0.022], [1.349, 1.741, 0.031], [1.496, 2.356, 1.052], [2.304, 2.000, -1.045], [3.279, 2.325, -1.699], [4.522, 2.960, -2.842], [0.282, -0.081, -1.190], [0.129, -1.410, -0.968], [-1.287, 0.557, -2.331], [-0.198, -0.754, 1.195], [0.521, 0.783, 1.986], [-1.319, 0.537, 1.304], [1.140, 0.010, -1.904], [-0.237, -1.491, -0.082]], "mulliken_charge": [-1.0113, 0.0435, 0.7018, -0.5551, -0.6332, 0.4671, 0.0042, 0.0472, -0.4246, -0.2347, 0.3789, 0.3498, 0.3003, 0.3293, 0.2368]}

=====

{"formula": "C5H5BrClN", "method": "the ωB97M-V functional and the def2-TZVPD basis", "homo_energy_ev": -9.10, "e_lumo_ev": 0.710, "smiles": "Cl/C=N/C=C\\C=C/Br", "de_lowest_ev": 0.5827, "symbols": ["Cl", "C", "N", "C", "C", "C", "C", "Br", "H", "H", "H", "H", "H"], "xyz": [[-2.697, 0.228, -1.870], [-1.104, -0.239, -1.469], [-0.257, 0.625, -1.655], [0.947, 0.493, -1.131], [1.280, 0.443, 0.139], [0.223, 0.432, 1.242], [-0.382, -0.592, 1.767], [-0.073, -2.303, 1.168], [-0.939, -1.242, -1.198], [1.711, 0.531, -1.843], [2.245, 0.565, 0.551], [0.075, 1.463, 1.641], [-1.028, -0.404, 2.658]], "mulliken_charge": [-0.1573, 0.0032, -0.4045, -0.0753, -0.5543, -0.1649, -0.3421, -0.1265, 0.3376, 0.4256, 0.3891, 0.3004, 0.3691]}

=====

{"formula": "C5H5BrN2", "method": "the ωB97M-V functional and the def2-TZVPD basis", "homo_energy_ev": -10.05, "e_lumo_ev": 0.917, "smiles": "Br[C@@H]1C[C@H]1[C@]12[C@@H]3N1N32", "de_lowest_ev": 4.6447, "symbols": ["Br", "C", "C", "C", "C", "C", "N", "N", "H", "H", "H", "H", "H"], "xyz": [[2.906, -1.206, -0.803], [1.119, -0.804, -0.142], [-0.026, -1.282, -0.958], [0.252, 0.213, -0.781], [-0.616, 0.792, 0.250], [-0.822, 1.718, 1.295], [-1.952, 0.931, 0.730], [-0.915, 0.270, 1.551], [1.069, -0.779, 0.903], [-0.704, -1.600, -0.291], [0.255, -1.702, -1.928], [0.426, 0.826, -1.617], [-0.991, 2.625, 1.789]], "mulliken_charge": [-0.1859, -0.1860, -0.6689, -0.4048, 0.6611, -0.1105, -0.4787, -0.5338, 0.4306, 0.2832, 0.3187, 0.4265, 0.4484]}

=====

{"formula": "C5H5BrN2", "method": "the ωB97M-V functional and the def2-TZVPD basis", "homo_energy_ev": [-9.85, -9.85], "e_lumo_ev": [-1.295, -1.296], "de_lowest_ev": 8.4542, "symbols": ["C", "C", "C", "C", "C", "N", "N", "Br", "H", "H", "H", "H", "H"], "xyz": [[-1.493, -0.998, -0.428], [-1.067, 0.034, 0.600], [-1.485, 0.452, -0.673], [2.674, 0.445, 0.858], [1.363, 0.161, 0.562], [2.345, -0.709, -0.022], [2.135, 0.682, -0.458], [-3.206, 1.382, -0.877], [-0.615, -1.581, -0.796], [-2.367, -1.688, -0.398], [-1.124, 0.195, 1.685], [-0.697, 0.906, -1.400], [3.538, 0.719, 1.347]], "mulliken_charge": [-0.4593, -0.0933, -0.1268, -0.2282, 0.3563, -0.4604, -0.4600, -0.1571, 0.2172, 0.2612, 0.3762, 0.3426, 0.4315]}